{"formula": "C5H10O", "method": "wB97M-V/def2-TZVPD", "species": ["C", "C", "C", "C", "C", "O", "H", "H", "H", "H", "H", "H", "H", "H", "H", "H"], "positions_angstrom": [[-2.4024, 1.3805, -0.7282], [-1.2227, 0.7675, -0.7313], [-1.0090, -0.4324, 0.1745], [0.3668, -1.1824, 0.0730], [1.5054, -0.1631, -0.0512], [2.3995, -0.1859, 1.0789], [-2.5794, 2.2493, -1.3448], [-3.2508, 1.1042, -0.1108], [-0.4164, 1.1735, -1.3237], [-1.8402, -1.0839, -0.0841], [-1.0583, -0.1195, 1.2232], [0.5262, -1.7475, 0.9860], [0.2841, -1.8624, -0.7824], [1.2393, 0.8817, -0.0916], [2.0926, -0.4631, -0.9321], [2.5348, -1.0933, 1.3762]], "forces_ev_per_angstrom": [[0.2, 0.4, -0.4], [-0.6, -0.1, 0.8], [0.8, -0.2, 0.1], [-1.5, 1.4, -0.6], [1.5, -1.4, 0.2], [-0.2, -0.1, 0.1], [0.1, 0.1, -0.1], [0.2, -0.3, 0.0], [0.1, -0.1, -0.2], [0.0, -0.4, 0.5], [-0.5, 0.1, -0.2], [-0.1, -0.3, 0.0], [0.5, 0.1, 0.2], [-0.4, 0.1, -0.3], [-0.1, 0.5, -0.1], [0.0, 0.1, -0.2]], "nbo_charge": [-0.39, -0.19, -0.44, -0.42, -0.07, -0.73, 0.19, 0.19, 0.20, 0.22, 0.22, 0.21, 0.20, 0.19, 0.16, 0.46], "multiplicity": 1, "total_energy_ha": -271.695166, "homo_ev": -9.6, "smiles": "C=CCCCO", "lumo_energy_ev": 1.03, "largest_force_ev_per_a": 2.1, "e_above_lowest_kcal_mol": 36.1}